Entry from the Open Molecules 2025 dataset: 2 unconnected molecules or ions with the total composition C2H6N4S (wB97M-V/def2-TZVPD).

## Properties
2S+1 ... 1
Frontier orbital gap ... 7.6 eV
E_HOMO ... -8.185 eV

```
13
Properties=species:S:1:pos:R:3:nbo_charge:R:1
S -1.485 0.958 1.061 0.66
N -1.154 -0.840 1.205 -0.23
N -1.643 0.774 -0.510 -0.50
N -1.208 -1.348 -0.037 -0.15
N -1.487 -0.464 -0.892 0.01
C 1.966 1.155 -1.743 -0.87
C -1.193 -1.433 2.377 -0.22
H 2.532 0.636 -2.532 0.21
H 2.055 2.193 -1.889 0.21
H 0.869 0.797 -1.711 0.23
H -1.106 -2.555 2.337 0.22
H -0.832 -0.782 3.215 0.21
H 2.685 0.909 -0.881 0.21
```